C19H20Br2N3OPdS2Se | ωB97M-V/def2-TZVPD

```
49
Properties=species:S:1:pos:R:3:forces:R:3
Pd -0.442 -0.690 0.517 0.5 -0.4 0.5
Br 4.646 -0.221 -0.006 0.0 0.1 0.0
Br 3.896 5.349 -0.271 0.0 0.0 0.0
Se -0.011 -3.176 -0.256 -0.2 0.2 -0.3
S -0.304 0.182 2.664 0.1 0.2 -0.2
S -2.597 -1.037 0.918 -0.2 -0.3 -0.1
O 1.588 -0.243 -0.001 0.0 0.1 0.0
N -0.988 -2.322 -2.828 0.0 -0.1 0.0
N -0.136 1.878 -0.264 0.0 0.1 -0.2
N 1.168 -2.268 -2.708 0.1 -0.1 0.0
C -0.525 -1.812 -4.026 -0.2 0.0 0.0
C -2.449 2.516 -0.254 0.0 0.1 0.0
C -4.392 -0.429 2.919 0.1 0.0 0.0
C -2.183 0.810 4.574 0.1 0.0 -0.1
C 2.049 0.946 -0.099 0.1 -0.1 0.0
C -0.557 4.212 -0.229 0.0 0.1 0.0
C 3.949 2.524 -0.183 0.0 0.0 0.0
C 2.513 -2.381 -2.167 0.0 0.0 0.0
C 3.420 1.232 -0.122 0.0 -0.2 0.0
C -0.991 2.872 -0.260 0.0 -0.2 0.0
C -2.947 -0.330 2.481 -0.2 0.1 0.1
C -2.376 -2.447 -2.431 0.0 0.0 0.0
C 0.818 -1.781 -3.951 0.2 0.0 0.1
C 3.120 3.605 -0.225 0.1 0.0 0.0
C 1.189 2.119 -0.204 0.1 0.2 0.0
C 0.058 -2.587 -2.004 0.0 0.2 -0.2
C 1.716 3.438 -0.226 -0.1 -0.2 0.0
C -1.965 0.205 3.210 -0.1 0.1 0.3
C 0.779 4.490 -0.234 -0.1 0.1 0.0
H -1.191 -1.505 -4.811 0.0 0.0 0.0
H -3.072 3.355 -0.569 0.0 0.0 0.0
H -2.627 1.655 -0.894 0.0 0.0 0.0
H 2.563 -1.831 -1.229 0.0 0.0 0.0
H -2.742 2.212 0.755 0.0 0.0 0.0
H -3.003 -2.327 -3.312 0.0 0.0 0.0
H -2.626 -1.688 -1.688 0.0 0.0 0.0
H -1.750 1.813 4.620 0.0 0.0 0.0
H 1.134 5.512 -0.230 0.0 0.0 0.0
H -5.009 -0.792 2.096 0.0 0.0 0.0
H -4.791 0.541 3.228 0.0 0.0 0.0
H 2.754 -3.428 -1.987 0.0 0.0 0.0
H 5.021 2.656 -0.177 0.0 0.0 0.0
H 3.214 -1.956 -2.882 0.0 0.0 0.0
H -2.541 -3.422 -1.979 0.0 0.0 0.0
H -3.242 0.877 4.826 0.0 0.0 0.0
H -1.688 0.212 5.346 0.0 0.0 0.0
H -1.289 5.011 -0.216 0.0 0.0 0.0
H 1.554 -1.445 -4.660 0.0 0.0 0.0
H -4.518 -1.123 3.757 0.0 0.0 0.0
```
Positions in Å, forces in eV/Å.

Summary:
- lowest unoccupied orbital energy (eV) = 2.55
- HOMO energy (eV) = -3.2
- total charge = -1
- energy relative to the best compared isomer or geometry (same formula, charge and spin) (kcal/mol) = 9.5

---

C19H20CaCl4GeN3OS | ωB97M-V/def2-TZVPD

```
50
Properties=species:S:1:pos:R:3:forces:R:3
Ge -4.096 -3.641 -0.366 0.1 0.1 0.0
Ca -0.966 -1.951 0.285 -0.1 0.5 -0.2
Cl -4.229 -5.843 -0.270 0.0 -0.1 0.0
Cl -2.855 -3.423 1.712 0.0 0.0 -0.2
Cl -2.042 -3.593 -1.649 -0.1 0.0 0.1
Cl 0.687 2.436 4.212 0.0 0.0 0.0
S -1.661 1.975 -0.320 0.0 -0.2 0.0
O -2.620 -0.536 -0.452 0.2 -0.1 0.1
N -0.744 -0.883 2.622 0.4 -0.1 0.2
N -0.069 2.206 -2.407 0.0 0.0 -0.1
N -1.876 0.767 -2.678 0.0 0.0 0.1
C -1.176 1.603 -1.932 0.0 -0.1 0.1
C -3.772 0.896 1.152 -0.1 0.1 0.0
C -2.671 0.582 0.195 0.1 0.2 0.0
C 0.307 0.768 3.982 0.0 0.0 0.0
C -1.491 0.409 -4.032 -0.1 0.0 0.0
C 2.989 0.614 -1.418 0.0 0.0 0.1
C 2.429 0.340 0.926 0.0 0.0 0.0
C 0.401 -1.508 4.630 0.0 0.0 0.0
C 2.148 0.029 -0.431 -0.1 0.2 0.0
C 3.433 1.194 1.286 0.0 0.0 0.0
C 0.923 -1.109 -2.119 0.0 0.0 0.0
C -0.343 -1.809 3.504 -0.1 0.1 0.0
C 2.792 0.270 -2.781 0.0 0.0 0.0
C -0.415 0.386 2.864 -0.1 0.0 -0.1
C 4.234 1.796 0.292 0.0 0.0 0.0
C 0.737 -0.189 4.881 0.0 0.0 0.0
C 1.044 -0.825 -0.770 -0.2 -0.4 0.1
C 4.020 1.505 -1.025 0.0 0.0 0.0
C 1.795 -0.600 -3.118 0.0 0.0 0.0
H 0.518 2.654 -1.720 0.0 0.0 0.0
H -2.488 0.143 -2.137 0.1 0.0 -0.1
H -1.376 1.311 -4.634 0.0 0.0 0.0
H 0.121 -1.762 -2.472 0.0 0.0 0.0
H -2.286 -0.195 -4.460 0.0 0.0 0.0
H 1.826 -0.147 1.683 0.0 0.0 0.0
H 4.647 1.946 -1.792 0.0 0.0 0.0
H 0.707 -2.299 5.302 0.0 0.0 0.0
H 1.316 0.095 5.749 0.0 0.0 0.0
H 3.460 0.678 -3.531 0.0 0.0 0.0
H -0.654 -2.829 3.304 0.0 0.0 0.0
H -4.754 0.784 0.678 0.0 0.0 0.0
H 3.619 1.410 2.331 0.0 0.0 0.0
H 1.673 -0.905 -4.153 0.0 0.0 0.0
H 5.027 2.477 0.578 0.0 0.0 0.0
H -0.564 -0.167 -4.056 0.0 0.0 0.0
H 0.456 1.706 -3.113 0.0 0.0 0.0
H -3.739 0.197 1.993 0.0 0.0 0.0
H -3.694 1.913 1.539 0.0 0.0 0.0
H -0.726 1.124 2.136 0.0 0.0 0.0
```
Positions in Å, forces in eV/Å.

Summary:
- lowest unoccupied orbital energy (spin up / spin down) (eV) = -0.07 / -0.07
- HOMO energy (spin up / spin down) (eV) = -6.3 / -7.9
- energy relative to the best compared isomer or geometry (same formula, charge and spin) (kcal/mol) = 12.9
- 2S+1 = 2
- <S²> = 0.757

---

C19H20Cl3GeN10PSTi | ωB97M-V/def2-TZVPD

```
56
Properties=species:S:1:pos:R:3:forces:R:3
Ge 1.188 -0.805 -3.128 -0.3 -1.4 0.6
Ti -0.669 -0.122 0.057 -0.2 0.3 0.4
Cl 0.331 -0.301 -4.935 -0.1 0.2 -0.4
Cl 2.322 0.628 -2.153 0.6 1.2 0.3
Cl 2.362 -2.565 -3.035 -0.3 0.2 -0.2
S -2.705 -1.085 -0.055 0.5 0.9 0.5
P 1.304 1.912 1.877 0.0 -1.0 -0.1
N 3.271 -0.026 1.256 0.6 -0.3 -0.7
N -2.378 -6.142 -3.116 -1.3 -2.5 -1.1
N -1.030 -2.910 -3.094 0.1 0.6 0.7
N 1.249 -0.700 0.650 -1.0 1.6 0.6
N -0.998 0.264 2.130 -0.2 0.2 0.0
N -0.593 1.892 -0.241 0.2 0.4 -0.8
N -2.345 -3.447 -1.169 -0.7 0.6 -0.2
N 0.419 3.854 0.038 -0.5 -1.7 -0.4
N -0.361 1.261 4.003 -0.9 -0.5 0.1
N -0.295 -0.938 -1.858 -1.8 -1.3 -0.4
C 3.377 -1.283 0.746 -1.6 -1.8 -0.1
C -1.862 -0.101 3.142 0.0 -0.6 -0.3
C 1.414 4.868 0.468 -1.3 -1.2 1.5
C 0.317 2.088 5.018 0.3 -0.8 -0.9
C -1.935 -5.198 -2.694 1.9 2.6 0.8
C -1.442 0.470 4.292 -0.4 0.5 0.4
C 1.991 0.334 1.156 -1.0 0.7 0.4
C -0.132 1.101 2.704 1.6 0.9 -0.6
C -1.219 -1.823 -2.175 2.6 0.9 -0.6
C -1.350 -3.985 -2.096 -0.6 -1.9 -0.1
C 2.073 -1.721 0.446 3.3 0.0 -0.4
C 0.377 2.541 0.437 -0.2 1.4 -0.2
C 4.457 0.767 1.675 -1.2 0.4 0.6
C -3.444 -1.663 -2.642 -1.4 0.7 1.0
C -3.184 -2.104 -3.878 0.9 -0.3 -1.8
C -0.537 4.009 -0.942 0.6 0.1 0.2
C -2.523 -2.071 -1.573 0.6 0.4 2.2
C -2.027 -2.844 -4.144 0.5 -0.7 0.2
C -1.137 2.804 -1.155 -0.2 0.2 0.5
H 1.332 1.716 5.099 0.1 0.2 0.4
H -4.318 -1.074 -2.381 0.1 0.0 -0.2
H -0.240 2.005 5.920 -0.2 -0.4 0.8
H -2.695 -0.761 2.991 -0.1 -0.1 -0.1
H -3.218 -3.942 -1.212 -0.4 -0.4 0.1
H -0.512 -4.296 -1.478 0.7 0.2 -0.5
H 4.146 1.727 2.087 -0.2 -0.2 0.2
H 1.849 -2.671 0.001 -0.4 -0.1 0.0
H -1.775 -3.553 -4.934 -0.6 0.6 -0.1
H 0.278 3.115 4.751 0.2 0.9 -0.5
H -0.650 4.995 -1.364 -0.3 -0.2 -0.3
H 2.226 4.885 -0.217 0.7 0.1 -0.4
H 5.020 0.210 2.399 0.2 -0.3 0.3
H -3.800 -1.790 -4.690 -0.6 -0.3 -0.5
H -1.865 0.483 5.274 -0.2 -0.2 0.2
H 5.042 1.006 0.831 0.7 -0.1 -1.1
H 1.657 4.475 1.466 0.7 0.7 -0.3
H 0.935 5.826 0.615 -0.1 0.2 -0.3
H -1.958 2.590 -1.834 0.3 -0.2 0.3
H 4.263 -1.902 0.664 0.1 0.6 0.2
```
Positions in Å, forces in eV/Å.

Summary:
- lowest unoccupied orbital energy (spin up / spin down) (eV) = -10.96 / -10.95
- HOMO energy (spin up / spin down) (eV) = -16.2 / -18.0
- total charge = +3
- 2S+1 = 2
- <S²> = 0.774

---

C19H20Cl5N8O7RbSe | ωB97M-V/def2-TZVPD

```
61
Properties=species:S:1:pos:R:3:forces:R:3
Rb 1.115 0.688 -0.226 0.2 0.1 0.1
Se -1.130 0.136 -5.671 -0.6 -0.1 -0.4
Cl -1.990 -1.156 -2.496 -1.5 -0.1 -2.4
Cl -5.228 -4.774 -0.564 0.0 0.2 -0.2
Cl -1.360 -2.816 1.931 0.3 0.0 0.6
Cl -4.951 -2.546 1.529 0.3 -0.2 -0.3
Cl -3.335 -5.265 -2.862 0.2 -0.2 0.1
O 4.239 1.385 5.512 -0.1 0.4 -0.2
O -0.395 3.852 -0.683 -0.2 0.0 -0.2
O 2.974 2.656 3.674 0.1 -0.2 0.3
O 2.251 2.340 1.589 -0.1 -0.1 0.1
O -0.846 1.709 -2.147 -1.8 -0.5 0.4
O 4.782 -0.737 5.845 0.0 0.1 0.0
O -1.323 1.928 1.300 0.1 0.1 -0.2
N 2.633 -2.979 -3.097 0.0 0.0 0.0
N 2.193 -0.423 2.098 0.0 0.4 0.2
N 2.550 -1.771 -1.239 -0.1 -0.1 -0.5
N 4.681 -2.265 -2.101 0.0 0.0 0.0
N 2.422 -1.637 2.597 0.0 0.0 -0.1
N 3.299 -2.340 -2.156 0.3 0.0 0.2
N 1.438 0.509 -4.267 0.1 -0.4 -0.1
N 1.320 -2.025 -1.592 0.3 -0.2 0.2
C -2.669 -1.833 0.254 -0.9 -0.4 -1.2
C 1.388 -2.757 -2.722 0.0 -0.1 0.0
C -2.070 -1.314 -0.685 1.5 1.7 1.3
C -1.723 3.272 1.337 0.1 -0.1 0.1
C -2.043 2.550 -1.869 0.2 0.1 -0.1
C 2.644 1.932 2.691 0.4 0.3 0.2
C -2.031 1.110 2.219 0.0 -0.1 -0.1
C -0.683 4.150 0.672 0.0 0.0 0.0
C -2.467 -2.856 -2.846 0.3 -0.1 0.0
C 2.774 0.437 2.926 0.0 -0.4 0.1
C 0.459 0.273 -4.847 0.8 0.7 0.4
C -0.928 0.439 -2.096 2.1 -0.2 -0.2
C 3.415 -0.276 3.987 0.0 0.0 0.0
C 3.149 -1.602 3.719 0.0 0.0 0.0
C -1.463 3.929 -1.616 0.3 -0.1 0.2
C -3.785 -2.703 0.210 -0.2 -0.4 1.1
C 4.207 0.114 5.189 -0.1 -0.2 -0.1
C -3.924 -3.615 -0.765 -0.5 0.1 -0.1
C -3.166 -3.673 -2.046 0.0 0.3 -0.2
H -2.725 2.486 -2.716 0.1 0.1 0.0
H -3.105 1.108 1.996 0.0 0.0 0.0
H -2.720 3.394 0.883 0.0 0.0 0.0
H -3.308 -0.675 -2.687 -0.3 0.3 0.2
H -1.655 0.092 2.119 0.0 0.0 0.0
H -1.803 3.615 2.379 0.0 0.0 0.0
H 3.714 1.942 4.816 0.0 -0.1 0.0
H 5.033 -3.160 -1.781 0.0 0.0 0.0
H 0.519 -3.119 -3.251 0.0 0.0 0.0
H -2.245 4.622 -1.282 0.0 0.0 0.0
H 1.960 -2.420 2.157 -0.1 0.0 0.1
H -0.717 -1.603 -2.392 0.6 0.3 0.5
H 5.004 -2.099 -3.046 0.0 0.0 0.0
H -1.030 4.313 -2.541 0.0 0.0 0.0
H 0.266 4.017 1.195 0.0 0.0 0.0
H -2.494 2.142 -0.967 0.0 -0.1 -0.1
H -1.664 -0.882 -3.842 -1.0 -0.6 0.1
H -1.007 5.197 0.766 0.0 0.0 0.0
H 3.426 -2.485 4.268 0.0 0.0 0.0
H -1.873 1.467 3.242 0.0 0.0 0.0
```
Positions in Å, forces in eV/Å.

Summary:
- lowest unoccupied orbital energy (eV) = 3.36
- HOMO energy (eV) = -2.1
- total charge = -2
- energy relative to the best compared isomer or geometry (same formula, charge and spin) (kcal/mol) = 466.8